This record from the OMol25 dataset describes a cluster of 2 separate species, C3FN2O3S in total in a non-equilibrium geometry. The level of theory is ωB97M-V with the def2-TZVPD basis set.

Geometry as XYZ:
```
10
Properties=species:S:1:pos:R:3:mulliken_charge:R:1
C -1.61 0.49 1.15 0.399
C -1.34 -0.68 -0.88 0.292
C -1.37 0.51 -0.21 0.008
N -1.85 0.61 2.27 -0.497
N -1.50 -1.78 -1.26 -0.508
O 1.98 -0.83 1.25 -0.442
O 2.57 1.22 -0.05 -0.491
O 2.45 -0.96 -1.22 -0.463
F -1.40 1.60 -1.01 -0.298
S 2.07 -0.18 -0.05 1.001
```

Output
frontier orbital gap (spin up / spin down)	6.80 / 4.72	eV
net charge	-1
DFT total energy	-947.57329	Eh

---

This record from the OMol25 dataset describes a structure of composition C29H26BrIrN3O2S4 in a non-equilibrium geometry. The level of theory is ωB97M-V with the def2-TZVPD basis set.

Geometry as XYZ:
```
66
Properties=species:S:1:pos:R:3:mulliken_charge:R:1
Ir 0.81 0.68 1.35 1.061
C -1.01 1.90 3.69 -1.267
N -0.66 2.45 2.36 1.155
C -1.85 2.58 1.53 -1.408
C -2.41 1.22 1.17 -1.134
N -1.43 0.35 0.46 1.227
C -1.36 0.71 -0.97 -0.997
C -1.86 -1.03 0.67 -0.596
C -3.01 -1.52 0.05 -0.526
C -3.51 -2.77 0.36 -0.786
C -2.85 -3.55 1.30 -0.728
C -1.70 -3.08 1.90 -0.536
C -1.19 -1.81 1.60 1.106
S 0.23 -1.27 2.48 -0.568
C 0.07 3.66 2.51 -0.193
C -0.47 4.93 2.34 -0.346
C 0.28 6.06 2.61 -0.773
C 1.58 5.93 3.07 -0.583
C 2.14 4.67 3.22 -0.784
C 1.40 3.52 2.92 0.543
S 2.16 1.94 3.07 -0.401
H -1.84 2.47 4.13 0.313
H -0.15 1.98 4.34 0.429
H -1.27 0.85 3.63 0.279
H -1.59 3.13 0.63 0.517
H -2.64 3.13 2.06 0.486
H -3.30 1.37 0.55 0.381
H -2.72 0.71 2.08 0.536
H -2.35 0.77 -1.43 0.384
H -0.75 -0.03 -1.49 0.096
H -0.87 1.68 -1.08 0.228
H -3.53 -0.91 -0.68 0.259
H -4.40 -3.13 -0.13 0.373
H -3.23 -4.54 1.55 0.364
H -1.16 -3.69 2.62 0.387
H -1.50 5.04 2.01 0.364
H -0.17 7.04 2.47 0.372
H 2.16 6.81 3.33 0.361
H 3.16 4.55 3.57 0.434
Br 6.56 -0.43 -1.91 -0.249
C 4.98 0.01 -0.93 0.117
C 4.09 0.92 -1.45 -0.641
C 2.92 1.19 -0.75 0.236
C 2.64 0.58 0.46 -0.362
C 3.60 -0.29 0.99 -0.003
C 4.76 -0.60 0.30 -0.663
H 4.29 1.40 -2.40 0.399
H 2.23 1.91 -1.18 0.276
H 3.44 -0.74 1.96 0.249
H 5.47 -1.31 0.70 0.396
O -2.46 -4.96 -2.08 -0.643
S -1.02 -4.91 -2.21 1.151
O -0.34 -6.18 -2.13 -0.710
N -0.34 -3.82 -1.19 -0.415
C 0.27 -2.86 -1.86 0.090
S 1.18 -1.59 -1.20 0.042
C 0.12 -2.95 -3.36 0.370
C 0.56 -2.08 -4.33 -0.438
C 0.26 -2.35 -5.66 -0.627
C -0.47 -3.49 -6.02 -0.420
C -0.91 -4.37 -5.04 -0.655
C -0.60 -4.08 -3.72 -0.129
H 1.14 -1.20 -4.05 0.457
H 0.58 -1.67 -6.44 0.370
H -0.69 -3.68 -7.06 0.365
H -1.47 -5.27 -5.28 0.407
```

Output
frontier orbital gap (spin up / spin down)	6.35 / 6.32	eV
net charge	-1
DFT total energy	-5706.56533	Eh

---

This record from the OMol25 dataset describes the molecule C4H8N2O in a non-equilibrium geometry. The level of theory is ωB97M-V with the def2-TZVPD basis set.

Geometry as XYZ:
```
15
Properties=species:S:1:pos:R:3:mulliken_charge:R:1
C 1.23 -0.70 1.26 -1.232
C -0.08 -0.28 0.63 1.090
O -0.99 0.07 1.64 -0.605
N -0.68 -0.91 -0.50 -0.764
C 0.36 -0.38 -1.57 -0.404
C -0.16 0.56 -0.62 0.268
N -0.89 1.72 -0.82 -0.616
H 2.05 -0.67 0.55 0.322
H 1.45 -0.01 2.08 0.330
H 1.13 -1.70 1.67 0.314
H -1.87 -0.20 1.33 0.375
H 1.34 -0.84 -1.46 0.156
H 0.00 -0.32 -2.59 0.244
H -1.39 1.99 0.02 0.285
H -1.52 1.66 -1.61 0.240
```

Output
frontier orbital gap	9.77	eV
SMILES	C[C@]1(O)N2C[C@@]21N
DFT total energy	-341.88757	Eh

---

This record from the OMol25 dataset describes a structure of composition C5H8N2. The level of theory is ωB97M-V with the def2-TZVPD basis set.

Geometry as XYZ:
```
15
Properties=species:S:1:pos:R:3:mulliken_charge:R:1
C 2.15 0.77 -0.52 -1.199
C 0.80 0.17 -0.26 1.038
C 0.37 -1.05 -0.65 -0.810
N -0.99 -1.21 -0.15 -0.163
C -1.34 0.07 0.49 0.307
N -2.51 -0.21 1.06 -0.741
C -0.23 0.86 0.50 -1.070
H 2.04 1.75 -1.01 0.310
H 2.67 0.94 0.43 0.282
H 2.77 0.13 -1.15 0.317
H 0.77 -1.73 -1.39 0.332
H -1.67 -1.46 -0.87 0.338
H -1.72 -1.44 0.89 0.526
H -2.95 0.57 1.52 0.207
H -0.10 1.73 1.12 0.327
```

Output
frontier orbital gap	7.96	eV
DFT total energy	-304.70017	Eh

---

This record from the OMol25 dataset describes a structure of composition C33H34BrN4O4SbW. The level of theory is ωB97M-V with the def2-TZVPD basis set.

Geometry as XYZ:
```
78
Properties=species:S:1:pos:R:3:mulliken_charge:R:1
W 0.47 0.08 -1.33 1.482
O 0.59 2.00 -1.45 -0.060
C 0.29 2.92 -2.36 -0.065
C -0.09 4.20 -2.00 -0.929
C -0.35 5.14 -2.98 -0.574
C -0.20 4.84 -4.34 -0.890
C 0.21 3.58 -4.70 -1.010
C 0.43 2.60 -3.72 1.270
C 0.84 1.28 -4.14 -0.073
N 0.89 0.21 -3.42 0.409
C 1.39 -1.04 -4.04 -0.810
C 2.40 -1.61 -3.07 -0.732
N 1.71 -1.67 -1.78 0.040
C 1.95 -2.65 -0.98 -0.455
C 1.24 -2.88 0.24 0.394
C 1.75 -3.79 1.19 -0.721
C 1.03 -4.09 2.33 -0.958
C -0.23 -3.51 2.51 -0.494
C -0.76 -2.63 1.58 -0.019
C -0.03 -2.30 0.44 0.132
O -0.55 -1.47 -0.47 -1.074
H -0.18 4.45 -0.95 0.528
H -0.65 6.14 -2.69 0.464
H -0.39 5.60 -5.08 0.462
H 0.34 3.32 -5.75 0.483
H 1.15 1.21 -5.18 0.407
H 1.82 -0.83 -5.02 0.636
H 0.56 -1.73 -4.15 0.180
H 3.27 -0.95 -3.01 0.078
H 2.73 -2.60 -3.39 0.640
H 2.71 -3.37 -1.27 0.559
H 2.71 -4.26 1.01 0.513
H 1.43 -4.77 3.06 0.458
H -0.80 -3.74 3.40 0.455
H -1.74 -2.20 1.72 0.540
C 3.61 1.40 -1.08 -1.108
O 2.60 0.57 -0.45 0.369
C 2.73 0.34 0.91 0.135
C 3.93 0.11 1.55 -0.671
C 3.90 -0.19 2.91 -0.414
Br 5.53 -0.53 3.79 -0.135
C 2.71 -0.26 3.60 -0.578
C 1.51 -0.01 2.96 0.652
C 1.54 0.31 1.61 0.531
O 0.38 0.55 0.86 -0.347
C 0.23 -0.18 3.66 -0.237
N 0.00 -1.08 4.55 -0.568
C -1.36 -0.99 4.84 0.598
C -2.12 -1.72 5.75 -0.834
C -3.46 -1.42 5.84 -0.555
C -4.04 -0.40 5.07 -0.565
C -3.30 0.33 4.16 -1.140
C -1.95 0.01 4.06 0.404
N -0.93 0.51 3.24 0.006
H 3.82 2.26 -0.44 0.399
H 3.19 1.74 -2.02 0.238
H 4.51 0.82 -1.25 0.340
H 4.87 0.14 1.01 0.535
H 2.70 -0.53 4.65 0.656
H -0.40 0.31 1.41 0.135
H -1.67 -2.50 6.35 0.514
H -4.09 -1.96 6.54 0.427
H -5.09 -0.18 5.18 0.415
H -3.74 1.12 3.57 0.477
H -0.86 1.51 3.09 0.362
C -3.22 0.90 -0.17 -1.252
Sb -2.21 0.29 -1.94 0.774
C -2.90 1.65 -3.41 -1.231
C -3.17 -1.53 -2.44 -1.150
H -4.28 1.01 -0.36 0.581
H -2.80 1.85 0.16 0.367
H -3.06 0.14 0.59 0.230
H -3.99 1.59 -3.46 0.539
H -2.48 1.38 -4.38 0.365
H -2.60 2.67 -3.16 0.349
H -4.24 -1.36 -2.53 0.428
H -2.96 -2.25 -1.66 0.306
H -2.78 -1.89 -3.39 0.392
```

Output
frontier orbital gap (spin up / spin down)	7.43 / 6.51	eV
net charge	+2
2S+1	3
DFT total energy	-4678.80910	Eh

---

This record from the OMol25 dataset describes a structure of composition C20H23Cl3N4O3Se2V. The level of theory is ωB97M-V with the def2-TZVPD basis set.

Geometry as XYZ:
```
56
Properties=species:S:1:pos:R:3:mulliken_charge:R:1
V 2.65 -1.16 0.68 0.419
O 4.43 -1.32 1.64 0.508
C 4.95 -0.40 2.60 -1.105
C 3.83 0.22 3.42 2.017
C 4.51 0.81 4.67 -1.283
O 3.64 1.53 5.52 -0.545
C 2.85 -0.86 3.92 -1.406
Se 1.41 -1.40 2.69 -0.193
C 3.14 1.38 2.68 -1.665
Se 2.82 1.23 0.73 -0.181
H 5.06 -2.12 1.54 -0.141
H 5.51 0.38 2.08 0.315
H 5.63 -0.96 3.25 0.472
H 5.35 1.44 4.35 0.447
H 4.92 0.00 5.27 0.452
H 3.36 2.33 5.07 0.353
H 2.33 -0.48 4.80 0.535
H 3.41 -1.75 4.21 0.399
H 3.74 2.28 2.78 0.575
H 2.15 1.57 3.11 0.514
Cl 4.79 -6.02 -0.78 -0.096
C 5.22 -4.44 -1.19 0.324
Cl 6.23 -3.60 1.41 -0.664
Cl 6.61 -4.12 -2.08 -0.093
C 4.36 -3.40 -0.86 0.190
N 3.58 -2.58 -0.62 -0.562
C -7.77 1.56 -4.31 -1.401
C -6.56 1.85 -3.46 0.696
C -5.28 1.84 -3.99 -0.519
C -4.17 2.13 -3.21 -0.118
C -4.33 2.40 -1.86 -0.123
N -3.20 2.70 -1.04 -0.096
C -2.16 1.86 -0.71 0.323
O -1.29 2.20 0.06 -0.691
N -2.21 0.62 -1.33 0.073
C -1.31 -0.43 -1.16 0.075
C -1.67 -1.69 -1.64 -0.437
C -0.79 -2.74 -1.50 -0.901
C 0.42 -2.53 -0.89 -0.234
N 0.78 -1.32 -0.44 0.291
C -0.06 -0.29 -0.55 -0.096
C -5.61 2.42 -1.31 -0.532
C -6.71 2.15 -2.11 -0.618
H -7.48 1.31 -5.33 0.333
H -8.43 2.42 -4.35 0.335
H -8.34 0.72 -3.91 0.326
H -5.14 1.62 -5.05 0.308
H -3.18 2.16 -3.65 0.485
H -3.23 3.51 -0.45 0.307
H -3.04 0.41 -1.86 0.133
H -2.64 -1.83 -2.11 0.401
H -1.05 -3.73 -1.86 0.389
H 1.14 -3.33 -0.77 0.384
H 0.26 0.65 -0.14 0.502
H -5.73 2.63 -0.25 0.438
H -7.70 2.17 -1.67 0.381
```

Output
frontier orbital gap (spin up / spin down)	7.03 / 6.07	eV
2S+1	4
DFT total energy	-8348.16153	Eh